P) Entry from the OMol25 dataset: a cluster of 6 separate species, C5H20ClN10O5 in total (ωB97M-V/def2-TZVPD).

## Properties
LUMO energy in eV: 2.6
HOMO energy in eV: -6.692
Net charge: -1

XYZ file:
```
41
C5H20ClN10O5 ωB97M-V/def2-TZVPD
C -2.4357 -11.8535 19.7542
H -1.5434 -7.3358 16.1041
H -4.2056 -9.0631 14.2606
H -4.3278 -9.3912 18.1171
H -7.3840 -13.0669 12.5229
C 0.8571 -12.5362 16.8492
N -2.0369 -8.1941 16.2498
H -1.5706 -11.7935 17.9180
H -3.9694 -13.2438 19.8228
H -3.4057 -10.1361 16.7619
N -4.3652 -12.0666 12.6611
H -5.2227 -8.0392 13.3441
H -3.4791 -12.1640 12.2056
C -3.0076 -8.1804 17.2219
N -3.2007 -12.8996 19.2851
C -5.4373 -12.7638 12.1685
N -6.5485 -12.7461 12.9776
H -3.0515 -13.2353 18.3476
Cl -2.7578 -11.8546 15.5211
N 0.4146 -11.3214 16.3737
O 0.1880 -13.5536 16.8682
H -6.5738 -12.0299 13.6819
N 2.1605 -12.5255 17.2809
H 2.7765 -11.7517 17.1322
H -0.5651 -11.2371 16.1010
H -4.3704 -11.6083 13.5689
O -7.3012 -8.5587 14.6171
O -5.4033 -13.3644 11.1000
H 1.0739 -10.6442 16.0437
N -6.0632 -10.2046 15.5631
H -6.8169 -10.5262 16.1381
O -2.6147 -11.3748 20.8696
H -1.9199 -9.0226 15.6913
N -1.5366 -11.4033 18.8444
H -0.8090 -10.7777 19.1262
N -5.1396 -8.7859 14.0058
H -5.1405 -10.5940 15.7075
O -3.3022 -7.1784 17.8692
H 2.5078 -13.4394 17.5101
N -3.6344 -9.3709 17.3942
C -6.2234 -9.1442 14.7326
```



Q) Entry from the OMol25 dataset: a cluster of 6 separate species, C5H20ClN10O5 in total (ωB97M-V/def2-TZVPD).

## Properties
LUMO energy in eV: 2.7
HOMO energy in eV: -7.269
Net charge: -1

XYZ file:
```
41
C5H20ClN10O5 ωB97M-V/def2-TZVPD
H -2.6054 -2.0462 0.0024
H 1.3432 -3.3406 0.5821
H -2.2818 -3.0627 2.2993
H 1.2109 0.0430 -0.2778
O 3.8605 -0.6719 -1.8423
H 0.9345 4.0688 3.0617
C 0.5519 2.7642 4.4896
C -2.7969 -2.1568 -2.0745
H -0.7579 1.6091 -1.7236
H -1.4588 -1.7787 1.7152
H -1.2002 2.2369 -3.2833
C -0.4177 -3.5430 1.5247
Cl -0.5924 0.4911 0.9445
H 1.0222 0.1132 -2.8714
O 0.7265 3.7369 -3.5987
H 0.3704 -2.0175 0.6395
H -0.1584 1.3098 5.5873
H -2.3954 -3.5907 -0.8139
N -2.6791 -0.7416 -2.1085
H -1.9683 -0.3010 -1.4573
N 2.1792 0.0287 -0.5086
C 0.5414 2.9378 -2.6549
N -1.3663 -2.7291 2.1100
H 1.5383 1.9123 -1.1615
H 2.1215 3.5006 -1.7085
N 0.1414 1.4369 4.6238
C 2.6849 -0.4203 -1.6915
H -2.3935 -0.4954 -3.0491
H -0.4489 1.1162 3.8545
N -0.4854 1.9159 -2.6784
N 1.3845 2.8337 -1.5792
N -2.6969 -2.6286 -0.8176
H 2.9395 0.1212 0.2122
H 0.4474 2.5537 2.4083
O 0.8227 3.4763 5.4417
N 0.6295 -2.8578 1.0300
O -0.4928 -4.7926 1.5623
N 1.8114 -0.4815 -2.7542
H 2.2465 -0.8061 -3.6152
N 0.6533 3.1179 3.2173
O -2.9652 -2.8623 -3.0365
```



How far above the most stable structure does each one sit? In eV: P) 0.000; Q) 0.198.



P) Entry from the OMol25 dataset: a cluster of 11 separate species, C5H34N3O10 in total (ωB97M-V/def2-TZVPD).

## Properties
LUMO energy in eV: -2.4
HOMO energy in eV: -13.039
Net charge: +1

XYZ file:
```
52
C5H34N3O10 ωB97M-V/def2-TZVPD
H -2.7175 -1.1449 -1.6089
H -1.8894 2.1813 3.7069
H -1.1351 2.0475 -3.1348
H 2.7487 -3.9945 -1.7424
C 3.8401 1.0187 -0.8007
H -3.6444 0.0474 -1.3504
N 0.0217 -1.7720 0.1871
O -1.6720 2.5239 -1.6147
H 0.6152 -2.5911 0.1555
H -2.1904 1.7215 -1.7735
O -2.8214 -0.3424 -1.0256
H -0.7362 2.3862 4.7500
O -0.6821 1.7406 -3.9501
H -1.4609 2.4289 -0.6656
N -1.4199 -0.4790 1.4897
H 0.4233 -2.9270 2.4328
O 0.4043 3.5606 2.9614
H 1.2756 1.3055 -0.4867
O -1.3391 2.4218 1.1418
O -1.4234 1.7838 4.4554
H -0.1385 2.4574 -4.2861
O 0.1040 -1.1308 -4.0514
H 3.0051 -0.7339 -1.7032
C -0.6009 -1.5157 1.3396
H -0.1976 -1.2906 -4.9543
C 2.8579 -0.2220 -0.7541
H 4.5977 0.8079 0.0018
H 1.1874 3.0377 2.7187
H -0.9576 -2.0360 -3.2076
H -0.9939 -2.2651 3.2455
O -2.0151 -0.9989 4.1144
H 3.1478 -4.4814 -0.2794
H 3.3710 1.9680 -0.5633
C 0.3393 -0.7090 -0.7025
H 0.6781 -1.0804 -1.6741
H -0.8524 3.0118 1.7552
H 0.8609 4.3932 2.7481
H -1.9611 -0.1204 0.6749
H -2.0643 -3.0814 -2.5428
H -0.0173 -0.1652 -3.9815
H -1.7671 -0.2103 4.6199
H 3.2964 -0.8954 0.0021
H -0.8323 1.5875 1.0725
H -1.7975 -0.3473 2.4094
O -1.7765 -2.1681 -2.6393
H 4.4631 1.0516 -1.7139
H -2.9595 -1.0791 4.2992
O 2.5447 -3.9401 -0.8065
H 1.6721 0.4594 0.7727
N -0.3348 -2.2613 2.4364
C 1.4806 0.2529 -0.3144
H -0.5364 -0.2120 -1.1630
```



Q) Entry from the OMol25 dataset: a cluster of 11 separate species, C5H34N3O10 in total (ωB97M-V/def2-TZVPD).

## Properties
LUMO energy in eV: -2.5
HOMO energy in eV: -11.881
Net charge: +1

XYZ file:
```
52
C5H34N3O10 ωB97M-V/def2-TZVPD
H 0.9835 2.6478 -0.4182
C -2.5566 0.8011 -1.7011
O 1.6661 1.6938 -3.6136
H 2.6238 -2.8679 0.7767
H 4.3145 -0.3521 2.9262
N -1.5533 1.4658 -1.2425
O 1.9229 -0.6532 -2.2496
O -2.5897 -1.6450 0.1886
N -2.3836 -0.3272 -2.5303
H 0.1136 -2.7659 1.2394
H -1.6851 -1.5429 0.4277
O -1.8583 -0.6899 3.0968
H 3.2951 -1.5546 2.8019
H 2.6806 2.2785 1.3959
H 1.5406 1.4701 2.3724
H -0.2668 -2.9068 -1.7747
O -0.7311 -3.0026 1.5157
H 2.2060 -3.4357 2.0998
H 1.3853 1.8185 -4.5669
O 4.1797 -1.2322 2.5988
H 3.5602 -0.1004 0.1213
H -2.5898 3.1402 -0.5298
H 0.4566 0.0414 0.9590
H -3.2998 -0.6852 -2.9682
O 1.8448 -3.3536 1.1844
H -2.2059 -0.9859 2.2855
H -1.3891 -1.5199 3.4311
H 1.3610 -1.2953 -2.6297
H 2.3513 2.4124 -3.5281
H -0.6468 0.9185 -1.2708
H 1.4179 3.2058 2.0478
O -3.8621 0.7016 0.4580
H 1.6427 0.3085 -0.2553
C 0.6234 2.0363 0.4671
H -1.4139 1.7594 1.3844
C -1.5238 2.7483 -0.5573
H -1.6959 -0.9327 -2.4197
H 1.9270 0.0823 -2.7707
C -0.8175 2.4655 0.7523
H 3.1717 -1.1786 -0.9310
H -3.5474 -0.1424 0.5676
H 0.0674 -1.7898 -0.6838
H -0.7771 -3.9036 1.3092
H -4.3441 0.9330 1.3901
H -3.1563 -2.4699 0.3297
H -1.1922 3.4786 -1.2381
N 0.6916 0.6623 0.1311
O 3.1201 -0.9778 0.0091
O -0.3926 -1.9905 -1.5407
H -0.8541 3.5248 1.2622
C 1.6609 2.2301 1.5668
H -3.4751 1.4769 -1.6770
```



How far above the most stable structure does each one sit? In eV: P) 0.000; Q) 3.649.



P) Entry from the OMol25 dataset: a cluster of 4 separate species, C3H11NO4 in total (ωB97M-V/def2-TZVPD).

## Properties
LUMO energy in eV: -5.0
HOMO energy in eV: -8.921

XYZ file:
```
19
C3H11NO4 ωB97M-V/def2-TZVPD
O 3.6330 -0.3316 -0.5147
H -1.7101 -0.3206 -0.6935
H -3.9738 1.4864 1.6966
H 2.7954 0.4889 1.2130
H 2.9090 -1.4453 -2.6010
H -3.4558 0.4844 0.6088
H 2.2374 -1.5279 -2.4293
H 1.1362 -1.0991 -0.3675
O -3.2204 1.3073 1.1552
C 2.9641 -0.4339 0.6076
C 0.5843 0.4658 0.7336
O -0.8128 -0.1178 -1.1130
O -3.6360 -0.5599 -0.2934
N 1.2925 -0.6915 0.5615
H 0.9625 0.8967 1.6541
H 3.5023 -1.2060 1.3236
H -0.6925 1.8882 -0.3532
H -4.0319 -0.1061 -1.0543
C -0.4835 0.8219 -0.1342
```



Q) Entry from the OMol25 dataset: a structure of composition C3H11NO4 (ωB97M-V/def2-TZVPD).

## Properties
LUMO energy in eV: 0.5
HOMO energy in eV: -10.282

XYZ file:
```
19
C3H11NO4 ωB97M-V/def2-TZVPD
H 0.2723 -2.7281 0.5749
H 0.4494 1.7061 2.4915
O 1.2543 -0.2250 -0.9177
H -1.3735 -0.5865 -2.8627
H -1.6249 0.0739 -0.3393
O -0.0514 -2.4634 -0.2801
O 1.6441 1.6063 0.2756
H -1.1376 1.0493 2.7658
H -0.3469 0.3715 -2.3347
H -0.8475 2.2187 1.4512
N -1.2317 -0.4248 0.4595
C 1.0174 0.6012 0.0850
H 0.4551 -0.5645 1.7118
C -0.0696 0.1834 1.1273
H -2.0298 -0.5707 1.0876
O -1.2677 0.1350 -2.2460
H -0.8265 -1.6549 0.0454
C -0.4429 1.3670 1.9952
H 0.8491 -1.1687 -0.7353
```



How far above the most stable structure does each one sit? In eV: P) 9.945; Q) 0.000.